103
Properties=species:S:1:pos:R:3:forces:R:3 method="wB97M-V/def2-TZVPD" lumo_energy_ev="4.11 / 1.35" homo_ev="-4.2 / -4.2" max_force_ev_per_a=2.43 homo_lumo_gap_ev="8.35 / 5.58" e_tot_ha=-6363.2529 charge=-3 spin_multiplicity=6
Fe -0.237139 0.302983 0.023284 0.59 0.03 -1.53
O -1.520644 -0.661906 -1.461693 0.11 1.00 0.15
C -2.106937 -1.506136 -2.108518 -0.54 -0.97 0.49
O -2.782842 -2.490023 -1.611726 0.15 -0.42 0.81
B -3.162870 -3.508143 -2.666682 -0.26 1.04 -0.68
O -2.847338 -2.768804 -3.903772 0.19 0.73 -0.02
C -2.180980 -1.645278 -3.632107 0.29 -0.39 -0.51
O -1.667015 -0.897949 -4.401610 -0.18 0.31 -0.27
O -4.584748 -3.885413 -2.566245 1.19 -1.80 0.10
C -4.578053 -5.265630 -2.456388 0.06 1.40 0.40
O -5.549174 -5.948261 -2.434263 -0.22 -0.18 -0.06
C -3.086221 -5.735498 -2.350757 -0.53 -1.53 -0.41
O -2.339332 -4.712587 -2.636163 0.34 1.27 0.51
O -2.708340 -6.858829 -2.171589 -0.49 0.35 0.07
O 1.834618 8.860564 2.033575 0.39 0.20 0.16
C 1.918961 7.789534 1.520083 -0.61 -0.60 0.60
O 2.110113 6.620037 2.167802 -0.06 -0.16 0.14
B 2.000981 5.492997 1.236812 0.19 1.04 -0.53
O 1.633122 6.139730 -0.047735 -0.12 -0.81 0.24
C 1.661035 7.455651 0.056120 0.00 -0.10 -0.99
O 1.501989 8.212840 -0.854051 0.03 0.28 0.36
O 3.256859 4.769014 1.076378 0.92 -0.60 -0.26
C 3.037999 3.485343 0.816736 -0.23 0.72 0.59
O 3.834065 2.664873 0.456925 -0.26 0.03 0.18
C 1.510728 3.290215 1.126073 0.94 -1.19 -1.90
O 1.039842 4.393762 1.567134 -1.02 0.92 0.62
O 0.919621 2.284811 0.790984 -0.32 0.37 0.84
O -2.723933 8.042316 0.776513 -0.08 -0.52 0.31
C -2.788088 7.075867 0.073627 -0.35 0.34 -0.29
O -3.000008 5.809621 0.400772 -0.14 -0.38 0.64
B -2.950909 4.953817 -0.799359 -0.03 1.04 -0.11
O -2.768487 5.872448 -1.907709 -0.28 -0.76 -0.19
C -2.667747 7.106725 -1.447879 1.21 0.89 -0.44
O -2.381321 8.078917 -2.082253 -0.54 -0.12 -0.09
O -4.158639 4.100655 -0.955880 0.39 0.22 0.24
C -3.823798 2.860365 -0.696172 -0.74 -0.86 -0.02
O -4.530828 1.897982 -0.590530 -0.03 0.27 -0.05
C -2.318445 2.811927 -0.524318 1.87 -0.07 0.45
O -1.809835 3.988849 -0.644572 -0.56 -0.18 -0.16
O -1.650631 1.819165 -0.251841 -0.67 -0.59 0.16
O 1.020646 -1.503802 -1.646485 0.08 0.36 -0.35
C 1.278516 -2.629000 -1.956881 -0.07 -1.28 0.67
O 1.323937 -3.659852 -1.099127 0.57 1.10 -0.37
B 1.840213 -4.865039 -1.782813 -0.75 -0.15 -0.53
O 1.904350 -4.494853 -3.229374 0.22 0.54 0.73
C 1.541245 -3.209906 -3.382355 -0.03 -0.46 0.34
O 1.378163 -2.622373 -4.401969 0.15 -0.11 -0.13
O 0.851381 -5.915075 -1.564443 -0.86 -0.76 0.34
C 1.310619 -6.816678 -0.720365 1.33 -1.11 -0.47
O 0.859553 -7.847782 -0.308703 -0.82 0.55 -0.15
C 2.805339 -6.484832 -0.495305 0.13 0.53 0.89
O 3.072075 -5.387663 -1.181924 0.36 0.66 -0.56
O 3.583944 -7.048059 0.225662 -0.12 -0.16 -0.31
O -3.895860 -6.085216 4.164073 0.16 0.43 -0.23
C -3.043423 -5.694366 3.409757 -0.70 -1.99 0.39
O -2.429547 -4.553417 3.433382 0.69 1.26 0.26
B -1.379241 -4.532875 2.413474 0.51 -0.21 -0.12
O -1.441312 -5.806709 1.722399 -0.28 0.45 0.51
C -2.418772 -6.548801 2.275146 0.28 -0.36 -1.28
O -2.724865 -7.635618 1.880870 -0.17 0.46 0.78
O -1.600113 -3.347409 1.538095 -0.50 0.34 -0.89
C -0.529108 -2.659982 1.386192 0.42 -0.09 0.32
O -0.366246 -1.668826 0.698724 -0.45 0.26 0.20
C 0.538085 -3.237075 2.345942 0.07 0.30 0.25
O -0.005965 -4.266518 2.942874 -0.20 -0.32 0.18
O 1.603253 -2.737213 2.581562 0.00 -0.04 -0.09
O 1.495403 0.299615 -4.298176 -0.21 0.27 0.13
C 1.369122 1.425501 -3.929289 0.51 -0.58 -0.21
O 1.739612 2.525207 -4.536435 0.17 0.12 -0.41
B 1.554011 3.719270 -3.700335 1.09 0.68 -1.57
O 0.946290 3.163769 -2.453610 -0.02 0.40 0.08
C 0.854328 1.888335 -2.568292 -0.40 -0.28 1.52
O 0.462126 1.154557 -1.659501 0.21 -0.32 -0.21
O 0.798935 4.698432 -4.451353 -0.87 0.84 0.54
C 1.397907 5.909444 -4.400110 0.29 -0.48 -0.05
O 0.963341 6.956927 -4.747513 -0.41 0.08 -0.31
C 2.819483 5.662365 -3.854215 0.18 1.06 0.27
O 2.860706 4.410970 -3.504280 0.14 -1.68 1.09
O 3.712190 6.465633 -3.750571 -0.48 -0.41 -0.28
C 4.306385 -3.110552 0.690903 -0.16 0.25 -0.39
C 4.752191 -2.086206 1.732985 -0.59 -0.30 -0.67
C 4.268866 -0.634579 1.514506 1.17 0.84 -0.18
C 2.934192 -0.296302 1.023983 0.15 -1.12 0.69
N 1.866802 -0.113747 0.669144 -0.80 0.26 -0.39
H 4.803658 -4.043668 0.952506 -0.49 -0.28 -0.16
H 4.531206 -2.913674 -0.361270 0.60 0.40 0.16
H 3.219934 -3.185282 0.640724 0.02 -0.41 0.54
H 5.843254 -2.081157 1.756593 0.03 0.35 0.02
H 4.436535 -2.498765 2.691523 -0.21 0.39 0.11
H 4.919586 -0.124406 0.795053 0.05 -0.29 -0.29
H 4.504652 -0.032348 2.395193 -0.53 -0.03 0.22
C -3.567381 0.081011 4.718642 -0.72 1.06 0.28
C -2.145317 -0.210244 5.170314 0.88 0.24 0.26
C -1.037917 0.762983 4.653563 -1.16 0.18 0.05
C -0.828092 0.690356 3.212306 -0.11 -0.04 0.37
N -0.747494 0.600707 2.078357 0.09 -0.16 -0.23
H -4.294240 -0.506276 5.279706 0.18 -0.41 -0.21
H -3.851932 0.092233 3.665971 0.61 -0.75 -0.18
H -3.858818 1.104887 4.985420 0.39 0.12 0.28
H -1.822702 -1.245267 5.062297 -0.20 -0.05 -0.31
H -2.066041 0.002582 6.239141 -0.39 -0.28 0.14
H -0.113959 0.680372 5.221404 0.14 -0.32 -0.30
H -1.439308 1.749716 4.897353 0.23 0.24 -0.35